Record 1
# C2H4OP2

The molecule C2H4OP2 (the ωB97M-V functional and the def2-TZVPD basis, the Open Molecules 2025 dataset).

```
9
Properties=species:S:1:pos:R:3:forces:R:3
C 0.02910 1.44449 2.01038 0.0203 -0.2853 -0.6234
C 0.34402 0.78729 1.04844 0.2442 -0.1010 -1.0193
O -0.61415 0.55394 -1.44531 1.0393 1.6853 -0.9045
P 0.40003 -1.88364 -0.11688 -0.8873 -1.5775 -0.0748
P 0.79898 0.14684 -0.63344 -0.8044 1.1482 0.7409
H -0.32494 2.06273 2.79193 0.0361 0.0341 0.3540
H -0.43617 1.41042 -1.95468 -0.4581 -1.7379 0.9818
H 0.84990 -2.61534 -1.29217 -0.3988 0.7564 0.4180
H -1.04678 -1.90672 -0.40827 1.2087 0.0778 0.1273
```
Positions in Å, forces in eV/Å.

Values from the calculation:
Calculated total energy: -836.4709 Ha
SMILES string: C#CP(O)#[PH2]
Highest occupied orbital energy: -9.103 eV
Gap between HOMO and LUMO: 9.64 eV
Relative energy (zero: lowest compared OMol25 entry of this formula, charge and spin): 0.5282 eV
Spin multiplicity: 1



Record 2
# C2H4OS2

The molecule C2H4OS2 (the ωB97M-V functional and the def2-TZVPD basis, the Open Molecules 2025 dataset).

```
9
Properties=species:S:1:pos:R:3:forces:R:3
C -0.66417 -1.13564 -0.44179 2.6072 4.0375 0.3513
C 1.34014 1.01397 0.66468 0.1634 -1.0024 1.4575
O 0.63774 1.72943 0.04716 -0.8146 2.4468 -1.2890
S -2.09461 -0.16388 -0.15710 -0.3189 -0.1335 0.2734
S 0.97526 -0.71466 0.60726 0.2438 -1.5011 0.9598
H -0.75395 -2.12127 -0.25392 -0.3838 -3.2286 0.6587
H 2.14367 1.42290 1.42200 -0.9640 -1.1787 -1.2637
H -1.38776 0.89408 -0.51497 -0.2186 0.7854 -0.0889
H -0.19632 -0.92493 -1.37331 -0.3145 -0.2254 -1.0590
```
Positions in Å, forces in eV/Å.

Values from the calculation:
Calculated total energy: -950.1684 Ha
SMILES string: O=CSCS
Highest occupied orbital energy: -9.294 eV
Gap between HOMO and LUMO: 9.89 eV
Relative energy (zero: lowest compared OMol25 entry of this formula, charge and spin): 1.0957 eV
Spin multiplicity: 1



Record 3
# C2H4OS2

The molecule C2H4OS2 (the ωB97M-V functional and the def2-TZVPD basis, the Open Molecules 2025 dataset).

```
9
Properties=species:S:1:pos:R:3:forces:R:3
C -0.15848 -0.28507 0.85906 0.9521 0.1885 1.8438
C 0.10900 0.69006 -0.23149 0.6831 0.7038 -0.6967
H -1.34721 -1.49761 -0.08749 0.9510 -0.1758 0.6484
H -0.87642 0.12779 1.59087 0.2334 -0.1048 -0.3097
H 0.83348 -0.44125 1.40346 -1.1645 0.4310 -0.5606
H 1.21845 0.88423 -2.26027 -0.5727 -0.9074 0.3180
O -0.49484 -1.55386 0.41121 -1.4741 -0.6595 -0.9679
S 0.68364 -0.24605 -1.65430 0.3200 1.8713 0.0772
S 0.03237 2.32175 -0.03106 0.0717 -1.3472 -0.3525
```
Positions in Å, forces in eV/Å.

Values from the calculation:
Calculated total energy: -950.1852 Ha
SMILES string: OCC(=S)S
Highest occupied orbital energy: -8.958 eV
Gap between HOMO and LUMO: 8.46 eV
Relative energy (zero: lowest compared OMol25 entry of this formula, charge and spin): 0.6404 eV
Spin multiplicity: 1



Record 4
# C2H4OS2

A structure of composition C2H4OS2 (the ωB97M-V functional and the def2-TZVPD basis, the Open Molecules 2025 dataset).

```
9
Properties=species:S:1:pos:R:3:forces:R:3
C -0.73415 0.70106 -0.02836 0.1130 0.1528 3.3708
C -1.01005 -0.63381 -0.33504 0.2793 0.1725 1.8738
O 1.48813 -1.01106 -0.24925 0.5568 -0.8286 0.2606
S 1.40772 0.47352 -0.08400 1.1513 1.2500 -0.7535
S -0.36368 -1.76421 0.65371 -0.6729 -0.4834 -0.3652
H -0.90460 1.40816 -0.83158 -0.0582 0.5380 0.5057
H -0.88036 0.89770 1.11380 0.2468 0.4519 -2.3627
H -1.08719 -0.73148 -1.35073 -0.7255 -1.3354 -2.5536
H 2.08418 0.66014 1.11146 -0.8905 0.0821 0.0241
```
Positions in Å, forces in eV/Å.

Values from the calculation:
Calculated total energy: -950.0857 Ha
Highest occupied orbital energy: -8.879 eV
Gap between HOMO and LUMO: 8.48 eV
Relative energy (zero: lowest compared OMol25 entry of this formula, charge and spin): 3.3461 eV
Spin multiplicity: 1



Record 5
# C2H4OS3

A cluster of 2 separate species, C2H4OS3 in total (the ωB97M-V functional and the def2-TZVPD basis, the Open Molecules 2025 dataset).

```
10
Properties=species:S:1:pos:R:3:forces:R:3
C 1.70014 -0.25428 -0.34421 -2.0867 2.8239 0.3255
C -0.66014 -0.12188 0.01433 1.7354 1.0555 -0.3906
O 2.18879 0.82322 -0.38128 -0.1798 -1.9147 -0.2738
S -1.14755 -1.57337 -0.80136 -0.7988 -0.5111 -0.1873
S -0.31774 -0.36376 1.73732 0.0236 1.2021 0.3054
S -1.24778 1.48159 -0.63757 2.0625 -0.6920 -0.0885
H 1.88818 -1.16972 0.21582 0.5330 -0.4960 0.2199
H -2.50400 -1.48570 -0.60961 0.5710 -0.1021 0.0114
H 0.11552 0.92804 2.09871 -0.4723 -1.2654 -0.6031
H -0.01543 1.73586 -1.29215 -1.3880 -0.1003 0.6814
```
Positions in Å, forces in eV/Å.

Values from the calculation:
Calculated total energy: -1348.2732 Ha
Highest occupied orbital energy (alpha / beta): -8.049 / -8.157 eV
Gap between HOMO and LUMO (alpha / beta): 7.82 / 7.36 eV
Relative energy (zero: lowest compared OMol25 entry of this formula, charge and spin): 3.6786 eV
Spin multiplicity: 1



Record 6
# C2H4P2

The molecule C2H4P2 (the ωB97M-V functional and the def2-TZVPD basis, the Open Molecules 2025 dataset).

```
8
Properties=species:S:1:pos:R:3:forces:R:3
C 1.12838 -1.18126 0.22317 0.6135 0.6965 -2.7033
C -0.76922 1.03494 -0.06508 1.4826 1.5873 3.7267
P -0.49596 -0.72773 -0.15362 1.8144 0.2068 0.2452
P -2.33784 0.05552 0.06652 -0.6362 -0.1550 -0.5584
H 1.77954 -0.21097 -0.08067 -1.3329 -2.5366 0.8182
H 1.46394 -2.17024 -0.28305 -0.4484 1.6447 1.3629
H -0.43696 1.41568 1.03415 -0.6381 -0.7831 -2.3810
H -0.33188 1.78406 -0.74142 -0.8549 -0.6605 -0.5104
```
Positions in Å, forces in eV/Å.

Values from the calculation:
Calculated total energy: -761.1492 Ha
SMILES string: C=P1=PC1
Highest occupied orbital energy: -7.982 eV
Gap between HOMO and LUMO: 7.20 eV
Relative energy (zero: lowest compared OMol25 entry of this formula, charge and spin): 2.8760 eV
Spin multiplicity: 1



Record 7
# C2H4P2S

The molecule C2H4P2S (the ωB97M-V functional and the def2-TZVPD basis, the Open Molecules 2025 dataset).

```
9
Properties=species:S:1:pos:R:3:forces:R:3
C -0.82804 -0.05844 0.38221 0.4777 1.2752 -0.2483
C 0.49026 0.59791 0.07867 1.5584 0.7134 1.0009
P -0.18953 -1.85597 0.97901 -0.7217 -1.2494 2.5710
P -0.66152 -2.46011 2.80761 0.5056 0.9854 -2.3016
S 0.10078 1.59313 -1.34445 -0.3251 -0.4964 0.8073
H -1.59396 0.50101 0.90325 0.0362 -0.1653 0.4864
H -1.12450 -0.30177 -0.58309 -1.4662 -1.2302 -1.6404
H 0.87921 1.16149 0.93751 -0.2179 0.0643 -0.2119
H 1.22694 -0.19942 -0.07933 0.1530 0.1029 -0.4635
```
Positions in Å, forces in eV/Å.

Values from the calculation:
Calculated total energy: -1159.3316 Ha
Highest occupied orbital energy (alpha / beta): -7.821 / -7.824 eV
Gap between HOMO and LUMO (alpha / beta): 4.51 / 4.51 eV
Relative energy (zero: lowest compared OMol25 entry of this formula, charge and spin): 4.2452 eV
Spin multiplicity: 1



Record 8
# C2H4P2S

The molecule C2H4P2S (the ωB97M-V functional and the def2-TZVPD basis, the Open Molecules 2025 dataset).

```
9
Properties=species:S:1:pos:R:3:forces:R:3
C 0.66940 -0.83680 0.16827 -1.5311 1.7547 -2.1216
C 0.61239 0.67732 -0.05967 -0.8658 -0.3215 2.3333
P -1.94249 -1.55386 -0.39840 2.2617 0.9883 0.7833
P -2.61410 0.28394 0.02270 0.7887 -0.0812 -0.1453
S -0.99867 1.59421 0.37449 0.2543 -0.6883 0.1125
H 1.22517 -1.31371 -0.64902 -0.4019 -0.0846 0.3919
H 0.98257 -1.11012 1.13176 -0.1073 -0.7316 1.2586
H 1.34987 1.36000 0.46424 -0.6516 -1.1667 -0.0394
H 0.71585 0.89902 -1.05437 0.2530 0.3310 -2.5734
```
Positions in Å, forces in eV/Å.

Values from the calculation:
Calculated total energy: -1159.4041 Ha
Highest occupied orbital energy: -8.619 eV
Gap between HOMO and LUMO: 7.66 eV
Relative energy (zero: lowest compared OMol25 entry of this formula, charge and spin): 2.2713 eV
Spin multiplicity: 1